# 1
A cluster of 2 separate species, C4H13N2O in total in a non-equilibrium geometry, computed with ωB97M-V/def2-TZVPD.

Each line ends with the natural charge from an NBO analysis.
Geometry (Å):
C 1.566 1.657 -0.003  -0.046
C 2.286 1.028 0.978  -0.478
N 0.188 1.923 0.171  -0.877
H 2.043 1.960 -0.958  0.232
H 3.287 0.581 0.788  0.236
H 1.990 1.063 2.017  0.210
H -0.113 2.370 1.025  0.402
H -0.160 2.555 -0.562  0.399
H -0.420 0.255 0.172  0.470
C -2.469 -0.255 0.111  -0.445
N -1.052 -0.597 0.189  -0.561
C -0.622 -1.546 -0.871  0.087
O 0.618 -2.162 -0.556  -0.653
H -2.682 0.380 -0.803  0.240
H -2.707 0.417 0.958  0.241
H -3.095 -1.188 0.143  0.248
H -0.866 -0.987 1.100  0.429
H -1.369 -2.327 -0.979  0.209
H -0.557 -0.945 -1.771  0.184
H 1.181 -1.420 -0.480  0.472

Results
- LUMO level (eV) = -2.97
- strongest force on any atom (eV Å⁻¹) = 2.65
- Kohn-Sham gap (eV) = 10.0
- 2S+1 = 1
- total charge = +1
- DFT total energy (eV) = -9378.966


# 2
A cluster of 2 separate species, C4H13N2O in total in a non-equilibrium geometry, computed with ωB97M-V/def2-TZVPD.

Each line ends with the natural charge from an NBO analysis.
Geometry (Å):
C 1.463 -0.879 0.958  -0.205
C 1.503 0.630 1.273  -0.445
C 0.849 1.393 0.169  -0.405
C -0.273 2.131 0.267  0.052
N -1.088 2.464 -0.789  -0.786
N 0.019 -1.241 0.599  -0.689
H 1.799 -1.602 1.688  0.238
H 1.895 -0.899 -0.018  0.217
H 1.065 0.755 2.251  0.219
H 2.530 0.935 1.453  0.249
H 1.406 1.421 -0.767  0.219
H -0.631 2.511 1.216  0.210
H -0.707 2.567 -1.717  0.397
H -1.787 3.148 -0.553  0.395
H -0.462 -1.602 1.425  0.430
H -0.483 -0.364 0.385  0.456
H -0.050 -1.906 -0.149  0.448
H -2.311 -2.810 -3.268  0.483
H -2.460 -3.789 -2.120  0.477
O -2.276 -2.862 -2.301  -0.959

Results
- LUMO level (eV) = -3.03
- strongest force on any atom (eV Å⁻¹) = 1.98
- Kohn-Sham gap (eV) = 9.0
- 2S+1 = 1
- total charge = +1
- DFT total energy (eV) = -9379.566


# 3
A cluster of 2 separate species, C4H13N2O in total in a non-equilibrium geometry, computed with ωB97M-V/def2-TZVPD.

Each line ends with the natural charge from an NBO analysis.
Geometry (Å):
C -2.094 0.573 -0.193  -0.234
N -2.361 0.529 -1.610  -0.814
C -0.935 1.559 0.035  -0.231
N -0.536 1.575 1.492  -0.679
H -1.845 -0.413 0.235  0.169
H -2.983 0.923 0.335  0.209
H -1.604 0.111 -2.137  0.364
H -3.139 -0.101 -1.796  0.386
H -1.353 2.532 -0.207  0.247
H -0.071 1.271 -0.555  0.226
H 0.053 2.379 1.731  0.454
H -1.355 1.489 2.092  0.446
H 0.023 0.721 1.632  0.447
O 3.167 -1.986 -0.421  -0.456
C 2.174 -1.334 -0.408  0.430
C 1.213 -1.325 0.770  -0.737
H 1.952 -0.642 -1.241  0.097
H 0.177 -1.225 0.447  0.199
H 1.498 -0.537 1.470  0.204
H 1.324 -2.292 1.259  0.271

Results
- LUMO level (eV) = -3.82
- strongest force on any atom (eV Å⁻¹) = 1.40
- Kohn-Sham gap (eV) = 9.5
- 2S+1 = 1
- total charge = +1
- DFT total energy (eV) = -9378.968


# 4
A cluster of 2 separate species, C4H13N2O in total in a non-equilibrium geometry, computed with ωB97M-V/def2-TZVPD.

Each line ends with the natural charge from an NBO analysis.
Geometry (Å):
C 1.296 -1.406 0.414  -0.218
C 0.320 -1.109 -0.721  -0.452
C -0.878 -0.391 -0.047  -0.056
C -0.934 0.923 0.107  -0.165
N -2.131 1.640 0.604  -0.686
N 0.534 -1.767 1.608  -0.850
H 1.832 -0.461 0.674  0.197
H 2.058 -2.125 0.095  0.198
H -0.138 -2.025 -1.126  0.223
H 0.705 -0.404 -1.466  0.253
H -1.745 -1.023 0.148  0.215
H -0.151 1.582 -0.258  0.245
H -1.924 2.559 0.999  0.451
H -2.889 1.634 -0.105  0.450
H -2.495 1.095 1.390  0.445
H 0.310 -2.757 1.620  0.365
H 1.088 -1.636 2.456  0.376
H 1.409 2.620 -2.087  0.483
H 2.219 1.364 -2.439  0.491
O 1.513 1.690 -1.867  -0.966

Results
- LUMO level (eV) = -3.45
- strongest force on any atom (eV Å⁻¹) = 1.97
- Kohn-Sham gap (eV) = 9.3
- 2S+1 = 1
- total charge = +1
- DFT total energy (eV) = -9379.099


# 5
A cluster of 2 separate species, C4H13N2O in total in a non-equilibrium geometry, computed with ωB97M-V/def2-TZVPD.

Each line ends with the natural charge from an NBO analysis.
Geometry (Å):
C 0.819 0.938 -0.219  -0.225
C -0.479 0.180 -0.711  -0.447
C -0.210 -1.130 -1.467  0.166
C -0.691 -1.279 -2.693  -0.499
N 0.508 -2.113 -0.815  -0.827
N 1.173 0.418 1.187  -0.681
H 0.504 1.963 -0.080  0.243
H 1.638 0.667 -0.874  0.244
H -1.075 -0.095 0.168  0.212
H -1.002 0.799 -1.426  0.263
H -1.066 -0.587 -3.437  0.227
H -0.988 -2.247 -3.112  0.215
H -1.611 1.519 3.501  0.476
H 0.684 -2.170 0.160  0.355
H 0.529 -3.026 -1.246  0.411
H 2.174 0.588 1.290  0.446
H 0.939 -0.556 1.264  0.427
H 0.714 0.958 1.926  0.465
H -1.566 2.966 3.382  0.493
O -0.993 2.206 3.202  -0.966

Results
- LUMO level (eV) = -3.44
- strongest force on any atom (eV Å⁻¹) = 2.76
- Kohn-Sham gap (eV) = 8.2
- 2S+1 = 1
- total charge = +1
- DFT total energy (eV) = -9378.974


# 6
A cluster of 2 separate species, C4H13N2O in total in a non-equilibrium geometry, computed with ωB97M-V/def2-TZVPD.

Each line ends with the natural charge from an NBO analysis.
Geometry (Å):
C -2.538 0.948 0.845  -0.604
C -1.100 1.519 0.675  -0.444
C -0.431 1.401 -0.684  -0.200
N 0.065 -0.005 -1.069  -0.656
C 1.156 -0.557 -0.465  0.422
N 2.296 0.046 -0.294  -0.698
H -3.268 1.505 0.178  0.220
H -2.630 -0.151 0.475  0.205
H -2.726 0.963 1.874  0.226
H -1.248 2.603 0.862  0.235
H -0.516 1.314 1.576  0.220
H -1.002 1.671 -1.529  0.225
H 0.447 2.013 -0.721  0.181
H -0.190 -0.275 -2.008  0.442
H 0.967 -1.703 -0.140  0.290
H 3.152 -0.606 0.022  0.460
H 2.594 1.048 -0.432  0.456
H 1.570 -3.917 -0.446  0.466
H 1.859 -4.252 0.926  0.495
O 1.543 -3.564 0.354  -0.942

Results
- LUMO level (eV) = -4.27
- strongest force on any atom (eV Å⁻¹) = 6.24
- Kohn-Sham gap (eV) = 9.9
- 2S+1 = 1
- total charge = +1
- DFT total energy (eV) = -9378.417


# 7
A cluster of 2 separate species, C4H13N2O in total in a non-equilibrium geometry, computed with ωB97M-V/def2-TZVPD.

Each line ends with the natural charge from an NBO analysis.
Geometry (Å):
C 0.715 -0.542 1.538  -0.221
C -0.524 0.359 1.477  -0.437
C -1.631 -0.157 0.574  -0.266
C -2.070 0.348 -1.694  0.020
N -1.290 -0.178 -0.856  -0.473
N 1.025 -1.060 0.171  -0.729
H 0.383 -1.354 2.197  0.222
H 1.663 -0.164 1.906  0.235
H -0.841 0.557 2.509  0.259
H -0.204 1.360 1.160  0.223
H -1.674 -1.233 0.830  0.199
H -2.644 0.197 0.773  0.228
H -2.771 1.150 -1.374  0.172
H -1.808 0.362 -2.736  0.195
H 1.619 -0.371 -0.305  0.459
H 1.497 -1.961 0.145  0.433
H 0.151 -1.076 -0.463  0.472
H 2.263 1.621 -2.363  0.489
H 3.539 1.048 -1.870  0.489
O 2.602 1.096 -1.620  -0.970

Results
- LUMO level (eV) = -2.81
- strongest force on any atom (eV Å⁻¹) = 2.48
- Kohn-Sham gap (eV) = 11.3
- 2S+1 = 1
- total charge = +1
- DFT total energy (eV) = -9379.639


# 8
A cluster of 2 separate species, C4H13N2O in total in a non-equilibrium geometry, computed with ωB97M-V/def2-TZVPD.

Each line ends with the natural charge from an NBO analysis.
Geometry (Å):
C 0.776 0.432 -1.707  -0.225
C 1.406 -0.367 -0.563  -0.433
C 1.173 0.278 0.780  -0.387
C 0.270 -0.129 1.681  0.038
N 0.064 0.476 2.894  -0.798
N -0.646 0.772 -1.430  -0.694
H 0.878 -0.108 -2.628  0.229
H 1.328 1.371 -1.790  0.220
H 1.032 -1.396 -0.562  0.219
H 2.470 -0.394 -0.774  0.244
H 1.821 1.121 1.006  0.211
H -0.429 -0.932 1.487  0.199
H 0.730 1.144 3.235  0.397
H -0.526 0.024 3.568  0.400
H -0.956 1.466 -2.111  0.434
H -1.295 -0.033 -1.482  0.471
H -0.675 1.172 -0.482  0.449
H -2.242 -2.329 -0.738  0.508
H -2.919 -1.174 0.143  0.505
O -2.260 -1.393 -0.525  -0.990

Results
- LUMO level (eV) = -3.03
- strongest force on any atom (eV Å⁻¹) = 1.17
- Kohn-Sham gap (eV) = 8.7
- 2S+1 = 1
- total charge = +1
- DFT total energy (eV) = -9380.336


# 9
The ion C4H13N2O with charge +1 in a non-equilibrium geometry, computed with ωB97M-V/def2-TZVPD.

Each line ends with the natural charge from an NBO analysis.
Geometry (Å):
C -2.923 0.342 0.187  -0.448
N -1.505 0.687 0.303  -0.665
C -0.545 0.084 -0.592  -0.239
C 0.841 0.338 0.017  -0.050
N 0.786 -0.568 1.241  -0.706
C 2.004 -0.074 -0.957  -0.083
O 2.955 -0.611 -0.015  -0.754
H -3.547 0.322 1.090  0.221
H -3.042 -0.686 -0.222  0.200
H -3.589 0.830 -0.517  0.206
H -1.472 1.690 0.219  0.377
H -0.613 0.645 -1.544  0.216
H -0.650 -1.010 -0.653  0.208
H 0.968 1.362 0.446  0.234
H 1.459 -0.291 1.966  0.453
H 1.204 -1.498 0.997  0.453
H -0.190 -0.659 1.615  0.467
H 2.332 0.840 -1.468  0.214
H 1.771 -0.904 -1.609  0.195
H 3.755 -0.839 -0.505  0.502

Results
- LUMO level (eV) = -3.09
- strongest force on any atom (eV Å⁻¹) = 2.77
- Kohn-Sham gap (eV) = 10.1
- structure (SMILES) = CNC[C@@H]([NH3+])CO
- 2S+1 = 1
- total charge = +1
- DFT total energy (eV) = -9379.220


# 10
A cluster of 2 separate species, C4H13N2O in total in a non-equilibrium geometry, computed with ωB97M-V/def2-TZVPD.

Each line ends with the natural charge from an NBO analysis.
Geometry (Å):
C 2.199 0.576 0.668  -0.429
C 1.370 -0.997 -1.001  -0.418
C -2.407 -1.312 0.086  -0.250
C -1.381 0.870 0.230  0.591
N -1.068 2.057 -0.196  -0.693
N 1.174 -0.426 0.314  -0.637
O -1.851 -0.081 -0.497  -0.429
H 2.158 1.347 -0.018  0.184
H 2.101 1.038 1.590  0.205
H 3.237 0.288 0.709  0.198
H 1.341 -2.074 -1.032  0.208
H 0.574 -0.642 -1.530  0.178
H 2.271 -0.648 -1.409  0.200
H -1.623 -2.011 0.311  0.217
H -3.132 -1.860 -0.634  0.247
H -2.938 -1.019 0.937  0.198
H -1.673 1.003 1.269  0.195
H -0.864 2.799 0.435  0.433
H -0.738 2.291 -1.153  0.436
H 1.250 -1.198 0.922  0.365

Results
- LUMO level (eV) = -3.81
- strongest force on any atom (eV Å⁻¹) = 3.26
- Kohn-Sham gap (eV) = 9.2
- 2S+1 = 1
- total charge = +1
- DFT total energy (eV) = -9378.134